(1)
{
  "formula": "C39H49Br2N4OSSbSi3Ti",
  "method": "ωB97M-V/def2-TZVPD",
  "species": ["Ti", "C", "C", "C", "C", "C", "C", "Br", "C", "C", "Br", "C", "O", "C", "N", "H", "H", "H", "H", "H", "H", "C", "Sb", "C", "C", "C", "C", "C", "C", "N", "Si", "C", "C", "C", "C", "C", "C", "C", "C", "C", "N", "Si", "C", "C", "C", "Si", "C", "C", "C", "H", "H", "H", "H", "H", "H", "H", "H", "H", "H", "H", "H", "H", "H", "H", "H", "H", "H", "H", "H", "H", "H", "H", "H", "H", "H", "H", "H", "H", "H", "H", "H", "H", "H", "H", "H", "H", "H", "S", "C", "N", "C", "C", "C", "C", "C", "C", "H", "H", "H", "H", "H"],
  "positions_angstrom": [[-0.150, 0.621, 0.922], [-3.622, 1.738, -3.090], [-3.676, 2.685, -1.926], [-4.585, 3.772, -1.947], [-4.611, 4.650, -0.909], [-3.727, 4.465, 0.180], [-3.660, 5.322, 1.312], [-4.801, 6.813, 1.445], [-2.776, 5.088, 2.326], [-1.917, 3.977, 2.249], [-0.706, 3.654, 3.659], [-1.951, 3.128, 1.180], [-1.126, 2.064, 1.125], [-2.865, 3.350, 0.113], [-2.848, 2.479, -0.929], [-4.579, 1.686, -3.606], [-3.343, 0.741, -2.755], [-2.876, 2.077, -3.813], [-5.251, 3.892, -2.791], [-5.296, 5.487, -0.904], [-2.732, 5.741, 3.185], [-0.115, 0.556, -2.280], [1.830, -0.136, -1.565], [1.606, 1.191, 0.181], [2.180, 0.968, 1.542], [3.503, 1.073, 1.962], [3.782, 0.970, 3.309], [2.751, 0.777, 4.231], [1.463, 0.683, 3.764], [1.203, 0.764, 2.452], [2.011, 2.997, -0.468], [0.553, 3.801, -1.303], [2.565, 4.022, 0.994], [3.410, 2.915, -1.708], [1.374, -2.225, -1.083], [0.586, -2.547, 0.140], [0.077, -3.842, 0.314], [-0.443, -4.251, 1.523], [-0.435, -3.360, 2.588], [0.007, -2.084, 2.341], [0.459, -1.646, 1.148], [0.789, -3.039, -2.742], [1.359, -4.810, -2.974], [-1.082, -3.123, -2.903], [1.423, -2.026, -4.186], [3.167, -2.934, -0.698], [3.103, -4.658, 0.015], [3.944, -1.856, 0.619], [4.271, -2.843, -2.203], [0.122, 1.291, -3.050], [-0.786, 1.057, -1.573], [-0.645, -0.262, -2.761], [4.285, 1.251, 1.237], [4.804, 1.052, 3.655], [2.949, 0.713, 5.290], [0.617, 0.554, 4.427], [-0.355, 3.818, -0.704], [0.320, 3.350, -2.268], [0.833, 4.841, -1.493], [2.022, 3.829, 1.923], [2.399, 5.072, 0.740], [3.632, 3.900, 1.186], [3.124, 2.491, -2.672], [4.277, 2.363, -1.339], [3.733, 3.943, -1.898], [0.141, -4.541, -0.506], [-0.820, -5.258, 1.643], [-0.784, -3.636, 3.573], [-0.028, -1.351, 3.136], [0.861, -5.517, -2.308], [2.432, -4.971, -2.892], [1.070, -5.089, -3.992], [-1.584, -3.530, -2.024], [-1.286, -3.809, -3.730], [-1.545, -2.174, -3.179], [2.502, -1.874, -4.188], [0.939, -1.051, -4.288], [1.176, -2.585, -5.093], [2.750, -4.643, 1.048], [4.130, -5.033, 0.032], [2.506, -5.377, -0.542], [3.285, -1.701, 1.475], [4.259, -0.884, 0.231], [4.844, -2.358, 0.983], [3.967, -3.474, -3.037], [5.261, -3.183, -1.886], [4.388, -1.821, -2.569], [-3.817, -2.137, -0.175], [-2.445, -1.179, -0.482], [-1.984, -0.488, 0.515], [-2.774, -0.677, 1.658], [-2.619, -0.036, 2.892], [-3.480, -0.370, 3.915], [-4.499, -1.313, 3.726], [-4.689, -1.919, 2.503], [-3.815, -1.587, 1.469], [-1.993, -1.159, -1.458], [-1.876, 0.741, 3.043], [-3.386, 0.122, 4.874], [-5.163, -1.549, 4.546], [-5.496, -2.622, 2.349]],
  "atomic_forces_ev_per_a": [[0.1899, -0.5057, 0.1028], [0.0011, 0.0034, 0.0197], [-0.0034, -0.0200, -0.0387], [0.0009, 0.0270, 0.0197], [0.0019, -0.0169, -0.0022], [0.0085, 0.0223, -0.0073], [0.0070, -0.0128, 0.0285], [0.0047, -0.0022, -0.0048], [-0.0158, -0.0176, -0.0333], [-0.0377, 0.0846, 0.0836], [-0.0114, 0.0126, 0.0217], [-0.1225, -0.1155, 0.0583], [0.4370, 0.0217, -0.1278], [0.0126, -0.0003, 0.0009], [0.0203, -0.0319, 0.0189], [-0.0001, 0.0010, -0.0006], [0.0240, -0.0140, 0.0087], [-0.0072, -0.0019, 0.0085], [0.0013, 0.0007, 0.0031], [0.0040, -0.0026, -0.0036], [0.0081, 0.0098, -0.0040], [0.0383, -0.0333, -0.0083], [-0.0576, 0.0350, -0.0702], [-0.1176, 0.1295, -0.1505], [-0.0406, 0.1939, -0.0345], [0.0130, 0.0587, -0.0274], [-0.0073, 0.0050, 0.0037], [-0.0014, 0.0089, -0.0124], [0.0028, 0.0089, 0.0151], [0.0564, -0.0242, -0.0050], [0.0843, 0.0091, 0.0505], [-0.0351, -0.0514, -0.0254], [-0.0816, -0.0164, 0.0046], [0.0008, 0.0282, 0.0599], [0.0815, -0.0122, 0.0977], [0.0116, 0.0557, -0.0042], [0.0251, 0.0068, 0.0170], [0.0047, -0.0010, -0.0234], [-0.0171, 0.0120, 0.0059], [-0.1058, 0.0751, -0.0284], [-0.1096, 0.0416, -0.0616], [-0.0159, -0.0336, -0.0242], [-0.0027, 0.0256, 0.0077], [0.0013, 0.0052, -0.0057], [-0.0218, 0.0013, -0.0194], [-0.0226, 0.0008, 0.0077], [-0.0111, 0.0088, -0.0036], [0.0006, -0.0007, -0.0119], [-0.0137, 0.0087, 0.0073], [-0.0447, -0.0067, 0.0248], [-0.0270, 0.0082, -0.0101], [0.0300, -0.0099, 0.0034], [0.0040, 0.0071, 0.0002], [0.0000, -0.0009, -0.0002], [0.0010, -0.0009, -0.0003], [-0.0081, -0.0130, -0.0102], [-0.0142, -0.0138, 0.0256], [-0.0244, 0.0294, 0.0244], [0.0249, -0.0166, -0.0219], [-0.0335, -0.0227, -0.0294], [0.0329, 0.0054, 0.0053], [-0.0098, -0.0145, 0.0389], [-0.0085, -0.0155, 0.0138], [-0.0050, -0.0034, -0.0105], [0.0132, -0.0136, 0.0089], [0.0109, -0.0245, -0.0022], [0.0065, 0.0007, -0.0038], [-0.0012, 0.0035, -0.0023], [-0.0015, 0.0262, 0.0139], [-0.0030, -0.0001, 0.0042], [-0.0115, -0.0048, 0.0053], [0.0022, -0.0020, 0.0012], [-0.0182, 0.0166, 0.0093], [-0.0101, 0.0023, 0.0055], [0.0019, -0.0209, -0.0014], [0.0315, -0.0125, 0.0012], [0.0225, -0.0334, -0.0082], [0.0095, 0.0085, -0.0014], [-0.0046, -0.0087, -0.0061], [-0.0069, -0.0030, 0.0064], [-0.0018, 0.0025, -0.0154], [0.0031, -0.0031, 0.0064], [-0.0117, -0.0107, 0.0050], [0.0023, 0.0101, -0.0012], [0.0029, 0.0148, -0.0027], [-0.0024, 0.0046, -0.0058], [0.0034, -0.0016, -0.0071], [0.0126, 0.0045, -0.0086], [-0.0419, -0.0040, -0.0424], [-0.0779, 0.0953, 0.0892], [-0.0876, 0.1008, -0.0550], [0.0276, -0.0431, 0.0044], [-0.0049, -0.0013, -0.0227], [-0.0173, 0.0014, 0.0064], [-0.0096, -0.0006, 0.0027], [0.0147, 0.0340, 0.0077], [0.0349, -0.0336, 0.0102], [-0.0035, -0.0240, 0.0386], [0.0108, -0.0017, -0.0025], [-0.0005, 0.0020, -0.0039], [0.0058, -0.0008, -0.0012]],
  "gap_ha": 0.2533,
  "homo_ev": -12.87,
  "total_charge": 2,
  "spin_multiplicity": 1,
  "de_lowest_kcal_mol": 8.5
}

(2)
{
  "formula": "C39H50As3F18N7O",
  "method": "ωB97M-V/def2-TZVPD",
  "species": ["C", "C", "O", "N", "H", "H", "C", "H", "H", "H", "H", "H", "H", "C", "N", "C", "C", "C", "C", "C", "C", "C", "C", "N", "C", "C", "C", "H", "H", "H", "H", "H", "H", "H", "H", "H", "H", "H", "H", "H", "H", "C", "N", "C", "C", "C", "C", "C", "C", "C", "C", "N", "C", "C", "C", "H", "H", "H", "H", "H", "H", "H", "H", "H", "H", "H", "H", "H", "H", "C", "N", "C", "C", "C", "C", "C", "C", "C", "C", "N", "C", "C", "C", "H", "H", "H", "H", "H", "H", "H", "H", "H", "H", "H", "H", "H", "H", "As", "F", "F", "F", "F", "F", "F", "As", "F", "F", "F", "F", "F", "F", "As", "F", "F", "F", "F", "F", "F"],
  "positions_angstrom": [[-4.220, -3.407, 2.557], [-2.951, -2.883, 3.115], [-2.129, -3.637, 3.603], [-2.814, -1.334, 3.189], [-2.578, -1.144, 2.226], [-3.719, -0.958, 3.433], [-1.781, -0.853, 4.231], [-4.031, -3.252, 1.494], [-5.107, -2.821, 2.801], [-4.394, -4.470, 2.725], [-2.116, -1.209, 5.206], [-1.588, 0.219, 4.190], [-0.874, -1.364, 3.908], [-5.626, -3.905, -3.999], [-4.163, -3.429, -4.138], [-3.688, -3.160, -5.353], [-2.372, -2.701, -5.611], [-1.462, -2.481, -4.520], [-1.999, -2.677, -3.290], [-3.361, -3.173, -3.064], [-0.025, -2.118, -4.696], [0.457, -0.846, -4.456], [1.776, -0.573, -4.936], [2.540, -1.476, -5.480], [2.173, -2.796, -5.511], [0.838, -3.094, -5.171], [3.733, -1.046, -6.161], [-5.727, -4.608, -3.172], [-5.964, -4.521, -4.831], [-6.301, -3.050, -4.022], [-4.363, -3.437, -6.149], [-1.969, -2.620, -6.610], [-1.358, -2.445, -2.452], [-3.975, -3.299, -2.184], [-0.189, -0.058, -4.100], [2.133, 0.445, -4.989], [2.936, -3.520, -5.758], [0.565, -4.093, -5.479], [3.676, -1.428, -7.180], [4.549, -1.440, -5.556], [3.841, 0.039, -6.138], [4.256, -0.022, 7.171], [4.698, -0.319, 5.834], [5.716, -1.132, 5.605], [6.093, -1.465, 4.299], [5.231, -1.084, 3.202], [4.176, -0.190, 3.496], [3.961, 0.233, 4.791], [5.586, -1.423, 1.798], [4.525, -1.677, 0.946], [4.732, -2.181, -0.342], [6.034, -2.424, -0.713], [7.043, -2.267, 0.119], [6.835, -1.707, 1.325], [6.348, -2.907, -2.087], [3.822, -0.914, 7.622], [3.418, 0.674, 7.154], [5.060, 0.330, 7.818], [6.398, -1.469, 6.371], [6.972, -2.078, 4.171], [3.635, 0.376, 2.753], [3.068, 0.814, 4.968], [3.559, -1.452, 1.372], [3.946, -2.329, -1.068], [8.028, -2.646, -0.109], [7.697, -1.836, 1.962], [5.668, -3.734, -2.293], [7.385, -3.219, -2.205], [6.205, -2.011, -2.692], [-6.965, 5.754, 1.703], [-5.676, 5.264, 1.231], [-5.175, 4.183, 1.844], [-3.902, 3.827, 1.491], [-3.142, 4.549, 0.560], [-3.761, 5.618, -0.079], [-5.074, 5.959, 0.321], [-1.849, 4.117, 0.000], [-1.559, 2.735, -0.288], [-0.356, 2.324, -0.820], [0.589, 3.300, -1.092], [0.354, 4.596, -0.827], [-0.855, 5.032, -0.186], [1.859, 2.828, -1.796], [-7.039, 6.810, 1.443], [-6.989, 5.720, 2.792], [-7.794, 5.174, 1.297], [-5.765, 3.835, 2.679], [-3.501, 2.887, 1.839], [-3.207, 6.225, -0.779], [-5.600, 6.823, -0.057], [-2.252, 1.921, -0.135], [-0.079, 1.328, -1.133], [1.064, 5.292, -1.252], [-1.093, 6.079, -0.072], [1.677, 1.773, -2.003], [2.647, 2.943, -1.052], [2.100, 3.393, -2.696], [0.393, -1.350, 0.479], [-0.334, 0.237, 1.199], [1.124, -1.757, 2.004], [0.959, -2.959, -0.206], [-0.262, -0.965, -1.174], [1.878, -0.430, 0.003], [-1.193, -2.075, 1.028], [-4.768, -0.314, -0.397], [-3.525, -0.291, 0.861], [-3.540, -0.550, -1.707], [-6.075, -0.281, -1.671], [-6.187, -0.223, 0.858], [-4.580, 1.488, -0.569], [-4.988, -2.089, -0.254], [2.010, 3.438, 2.475], [0.316, 4.015, 2.131], [1.375, 2.540, 3.924], [3.667, 2.919, 3.009], [2.687, 4.274, 1.023], [2.216, 4.904, 3.491], [1.701, 1.866, 1.621]],
  "atomic_forces_ev_per_a": [[-0.0542, 0.8925, -1.0697], [0.9811, -3.1601, 3.0709], [-1.0616, 2.9361, -1.2024], [0.8077, -1.1222, 1.6251], [0.3559, 0.9599, -0.5926], [-0.4398, 0.1587, -0.4031], [0.1543, -1.0772, -1.2234], [-0.5521, -0.1379, -0.4660], [0.0706, 0.0826, 0.0351], [0.4251, 0.2534, 0.3020], [0.0862, 0.1409, -0.1630], [-0.5088, -0.0937, -0.1962], [0.0868, 0.0451, 0.4178], [0.5635, -0.2160, -0.3224], [0.2334, 0.2562, 0.8636], [1.6212, 0.0700, -1.6940], [-0.0310, -0.6167, 1.2667], [-1.9820, -0.4771, -1.5704], [-2.2169, -0.8665, 2.3604], [0.4277, 0.7580, -1.8351], [-0.7062, -0.0727, -0.1407], [1.5763, -0.1210, -0.9480], [-2.9502, 1.2696, 1.1036], [-0.4990, -1.5267, 0.0892], [-1.6699, 1.0885, 0.8427], [2.4713, -0.3736, -1.2440], [1.3470, -0.1118, 0.1541], [0.1663, 0.7328, 0.4481], [0.8218, 0.1339, -0.5022], [0.3145, 0.0957, 0.6864], [0.1349, 0.2765, -0.2776], [-0.5462, 0.0815, -0.2602], [-0.3465, -0.1778, 0.5420], [1.0326, 0.1531, 0.8947], [0.1789, 0.0611, 0.1408], [0.0255, 0.0168, 0.1417], [-0.1543, -0.0061, -0.4378], [-0.4956, -0.1643, 0.6128], [0.4560, 0.1112, 0.1249], [0.4034, -0.1634, -0.6181], [-0.3013, -0.1514, -0.1595], [-0.6598, -0.2326, 1.2316], [-1.8252, 1.4556, -0.5599], [2.1009, -0.7286, -2.5949], [-1.6898, 0.5119, 0.5160], [2.2040, 0.0111, -0.9802], [0.2733, 0.6460, 1.1614], [0.3363, -2.0166, -0.8558], [-2.0758, 0.7124, 3.0306], [-0.8284, -0.1977, -2.1654], [-0.1646, 1.2299, 2.0324], [-0.2258, -1.4432, -2.7483], [0.8708, 0.4712, 1.3783], [2.8197, -1.5421, 0.7017], [-0.7384, 0.7407, 0.9031], [0.2296, -0.2200, 0.0355], [0.4310, 0.2791, -0.1445], [-0.0294, 0.1249, -0.2063], [-0.5419, 0.1783, 0.6183], [-0.0670, -0.0007, -0.1113], [-0.1813, -0.3762, -0.2975], [0.3889, 0.4706, 0.5694], [-0.3404, -0.3180, -0.6507], [0.0660, -0.1813, 0.0718], [-0.1096, 0.0796, -0.5083], [0.0463, 0.7204, 0.3555], [0.0852, 0.1532, -0.4317], [-0.1650, -0.0312, 0.3883], [-0.1790, -0.3803, -0.6676], [-0.8112, 0.6631, 0.5430], [-1.7005, -0.2607, 1.5040], [1.1246, 0.7128, -0.1533], [0.5504, -1.3338, -0.1128], [-1.3827, -0.0868, -1.1696], [-0.9304, 0.4895, 1.0875], [2.6743, 0.7117, -1.8563], [0.9306, -2.3479, 0.7612], [0.0754, 0.0649, 0.0956], [0.3668, 2.3093, 0.0862], [-0.3920, -0.3555, -0.7445], [-1.1289, -0.0697, 0.2905], [1.4351, -0.4378, -1.9550], [-0.7060, 0.3073, 1.2463], [-0.2514, -0.2197, -0.1352], [0.0197, -0.1852, -0.0799], [0.1418, 0.0618, -0.0803], [0.0923, -0.6105, -0.2620], [0.1245, 0.1034, 0.4501], [-0.3333, 0.0013, -0.2275], [0.0699, -0.0601, -0.1793], [-0.4346, 0.2556, 0.1544], [-0.3040, -0.0833, 0.4258], [0.2277, 0.0791, 0.4673], [0.6136, 0.1171, 0.2417], [0.2901, 0.1596, -0.0472], [0.0995, -0.1262, -0.1273], [-0.3929, 0.1288, 0.1496], [-0.1163, 0.6142, 0.3777], [0.9136, -2.4262, -1.3504], [-0.4972, 0.3025, -0.8046], [-0.8168, 2.4113, 0.7536], [0.2702, -0.2235, 1.3875], [-1.7229, -1.1957, 0.1988], [1.5000, 0.4266, -0.9301], [-3.4820, 0.2166, -1.1806], [-0.8163, 0.0805, -0.8261], [-0.9817, 0.1603, 1.5323], [1.9177, -0.0298, 1.4701], [2.8676, 0.3858, -1.6262], [-0.1632, -1.9733, 0.5485], [0.8020, 1.3116, -0.2660], [0.3004, -0.1298, 2.7943], [1.6599, -0.7505, -0.2428], [0.4084, 0.8945, -1.2229], [-1.7919, 0.3637, -1.1914], [-1.0131, -1.1355, 1.1030], [-0.2498, -1.5170, -1.4571], [0.6861, 2.1715, 0.0917]],
  "gap_ha": [0.0927, 0.2441],
  "homo_ev": [-10.54, -14.66],
  "total_charge": 3,
  "spin_multiplicity": 2
}

| no. | energy (Eh) |
| --- | --- |
| 1 | -9313.93167 |
| 2 | -10478.91676 |